This record from the Open Molecules 2025 dataset describes a cluster of 2 separate species, C7H5F6NS in total at a distorted geometry. The level of theory is ωB97M-V/def2-TZVPD.

The geometry in XYZ format:
```
20
Properties=species:S:1:pos:R:3:mulliken_charge:R:1
C -2.50468 1.18072 -0.11928 -0.830
C -1.42924 0.61958 -0.76086 -0.419
C -2.21395 1.05373 1.25847 -0.328
C -0.65660 -0.07157 0.15930 -0.150
C 0.58941 -0.64643 -0.11668 0.094
C 0.98410 -1.14494 -1.46891 0.897
C 1.45865 -1.15883 0.99554 0.713
N -1.13640 0.32282 1.41046 0.051
F 0.46428 -0.47120 -2.51339 -0.271
F 0.65578 -2.42591 -1.63658 -0.272
F 2.27008 -1.00453 -1.61049 -0.233
F 0.82211 -2.14070 1.66774 -0.271
F 2.63776 -1.66052 0.61381 -0.260
F 1.57475 -0.25436 1.98996 -0.230
S 1.90516 1.97992 -0.15331 -0.308
H -3.18010 1.72547 -0.69642 0.453
H -1.20132 0.54781 -1.75684 0.686
H -2.74892 1.65202 1.97519 0.407
H -0.54966 0.06349 2.18776 0.193
H 2.25879 1.83345 -1.42547 0.076
```

Computed properties:
- E_HOMO (alpha / beta) (Eh) = -0.2925 / -0.2924
- relative energy (zero: lowest compared OMol25 entry of this formula, charge and spin) (eV) = 1.026
- multiplicity = 1
- gap between HOMO and LUMO (alpha / beta) (eV) = 5.49 / 5.49